A cluster of 2 separate species, C12H25ClN3O in total at a distorted geometry, computed with ωB97M-V with the def2-TZVPD basis set.

Properties
- net charge = +1
- Kohn-Sham gap (Ha) = 0.286
- total energy (eV) = -31881.0158
- E_LUMO (eV) = -3.5

Geometry as XYZ:
```
42
Properties=species:S:1:pos:R:3:forces:R:3:lowdin_charge:R:1
C 2.552392 3.523471 0.623038 -0.187 0.745 -0.112 0.070
C 3.362923 2.489453 0.493385 -0.321 -0.147 0.549 -0.112
N 2.779979 1.163494 0.171827 1.104 0.416 -1.948 -0.036
C 3.775601 0.373632 -0.663797 -0.339 -1.103 -1.153 -0.085
C 4.137907 -1.009274 -0.110696 1.036 1.328 0.907 -0.162
N 4.381702 -0.878672 1.338389 -1.086 -0.206 -0.456 -0.030
C 3.068229 -0.699799 1.949036 0.526 -0.033 0.093 -0.146
C 2.216954 0.472889 1.385863 -0.573 -0.184 1.314 -0.272
C 0.761825 0.045311 1.189093 0.348 -0.530 -0.359 -0.603
Cl -0.255261 1.514902 1.020886 0.125 -0.013 -0.128 0.705
C 0.552448 -1.011715 0.073633 -0.494 0.341 0.348 -0.232
C -0.793303 -0.922270 -0.662576 0.658 0.001 -0.035 -0.120
H 1.777846 3.755885 -0.098095 -1.101 -0.727 0.832 0.086
H 2.712821 4.199509 1.453531 0.802 1.001 -0.871 0.093
H 4.434987 2.612668 0.567663 0.076 -0.903 1.218 0.132
H 1.980658 1.382828 -0.437853 -0.100 -0.193 0.218 0.157
H 3.353690 0.243448 -1.662040 -0.187 0.216 0.024 0.136
H 4.670557 0.966805 -0.812325 0.059 0.182 0.351 0.122
H 5.095432 -1.276930 -0.550483 -0.200 -0.322 -0.427 0.130
H 3.366959 -1.744572 -0.309270 0.114 -0.215 0.060 0.115
H 4.957061 -0.056960 1.502469 0.152 -0.180 0.124 0.115
H 3.200410 -0.565731 3.021174 -0.102 0.190 0.010 0.134
H 2.519232 -1.632859 1.836776 0.011 -0.075 -0.135 0.120
H 2.171478 1.225061 2.166164 0.243 0.300 -0.155 0.130
H 0.491783 -0.421817 2.132017 -0.246 0.238 0.163 0.120
H 1.402451 -0.964432 -0.610486 -0.174 -0.101 -0.226 0.087
H 0.576421 -1.983452 0.563938 0.290 -0.049 0.032 0.118
H -1.097252 -1.913085 -0.982535 0.020 -0.005 -0.286 0.081
H -0.682663 -0.253155 -1.513770 -0.291 -0.022 -0.115 0.075
H -1.592617 -0.571896 -0.025564 -0.039 0.061 0.124 0.028
C -4.665568 -0.971893 0.124402 -0.022 -0.050 0.124 -0.339
O -3.616334 -1.596735 0.102275 -0.133 0.070 -0.055 -0.012
N -5.415527 -0.694567 -0.953528 -0.073 0.085 0.055 -0.196
C -6.656526 0.052993 -0.860269 0.119 -0.110 -0.202 -0.051
C -4.967581 -1.161127 -2.255572 0.131 -0.077 0.174 -0.034
H -5.091385 -0.576748 1.061527 -0.004 -0.004 -0.024 0.136
H -7.482218 -0.557595 -1.229076 -0.069 0.085 0.033 0.093
H -6.586003 0.959781 -1.463677 -0.104 0.025 0.038 0.091
H -6.856040 0.330157 0.172575 0.046 -0.031 0.011 0.085
H -4.879272 -2.247856 -2.246297 0.028 0.012 -0.088 0.096
H -3.986972 -0.739061 -2.480097 -0.010 -0.045 -0.082 0.088
H -5.677220 -0.860084 -3.021653 -0.033 0.029 0.054 0.088
```
Forces are in eV/Å.



A structure of composition C57H55BCrF2N6O2P2S at a distorted geometry, computed with ωB97M-V with the def2-TZVPD basis set.

Properties
- net charge = +1
- multiplicity = 4
- Kohn-Sham gap (alpha / beta) (Ha) = 0.224 / 0.208
- total energy (eV) = -136979.1237
- E_LUMO (alpha / beta) (eV) = -3.6 / -3.9

Geometry as XYZ:
```
127
Properties=species:S:1:pos:R:3:forces:R:3:lowdin_spin:R:1
Cr 0.463950 1.198717 0.362496 -1.082 -1.050 0.028 3.004
S 2.714823 0.703058 1.029034 0.517 0.065 -0.511 -0.016
C 3.290226 2.386870 0.786231 -0.068 -1.354 0.589 -0.040
N 4.576371 2.566643 0.994853 -0.172 0.360 -0.352 0.131
N 5.089304 3.766192 0.992288 0.010 -0.090 0.045 0.166
C 4.548984 4.986885 1.455067 -0.143 0.436 0.007 -0.002
C 5.336653 6.124063 1.281249 0.012 -0.286 -0.117 0.030
C 4.931389 7.336748 1.807706 -0.042 0.058 0.033 -0.005
C 3.742667 7.422740 2.518501 0.052 0.076 -0.031 0.033
C 2.957431 6.289232 2.682666 0.054 -0.008 0.017 -0.003
C 3.342875 5.072350 2.147015 0.136 -0.007 0.233 0.024
N 2.465598 3.301294 0.281816 -0.365 -0.079 -0.978 0.038
N 1.325530 2.842017 -0.113807 0.986 1.515 -0.423 -0.214
C 0.613558 3.796385 -0.906303 -0.173 0.340 -0.146 -0.007
C 0.047910 3.372235 -2.103102 0.099 -0.108 0.158 -0.017
C -0.649809 4.272350 -2.892517 0.036 0.047 -0.046 0.002
C -0.799511 5.590092 -2.479724 -0.006 -0.044 0.003 -0.017
C -0.228682 6.009343 -1.283888 -0.024 0.071 -0.042 0.002
C 0.492371 5.121766 -0.502325 0.021 -0.155 0.142 -0.017
H 6.089718 3.746306 0.869754 0.105 0.018 0.209 0.002
H 6.269982 6.042538 0.733256 -0.019 0.056 0.046 0.001
H 5.551189 8.212118 1.666480 -0.013 -0.009 0.018 -0.001
H 3.436494 8.365841 2.951910 -0.015 -0.014 -0.042 0.002
H 2.035535 6.348468 3.246839 0.000 -0.015 0.000 -0.001
H 2.724823 4.198975 2.298772 0.064 0.213 0.180 0.002
H 0.192049 2.344345 -2.419813 -0.039 0.003 -0.037 0.000
H -1.054321 3.948360 -3.843895 -0.024 0.003 0.034 0.000
H -1.348607 6.290386 -3.096416 0.023 -0.001 0.022 -0.001
H -0.337840 7.038779 -0.965019 0.024 -0.036 -0.006 0.000
H 0.958767 5.434724 0.424018 -0.008 0.032 -0.021 0.000
C -2.192302 -7.085231 0.196814 0.028 0.062 0.033 0.000
C -1.672447 -5.861126 -0.570693 -0.024 -0.030 -0.121 0.000
C -1.972626 -6.037955 -2.074482 -0.007 -0.015 -0.002 0.000
C -2.363630 -4.590445 -0.104825 0.130 0.013 0.013 0.000
C -3.720773 -4.616802 0.168383 -0.034 0.016 -0.016 0.000
C -4.410085 -3.465303 0.488847 -0.154 -0.007 -0.035 0.000
C -3.730477 -2.270567 0.537883 0.167 0.071 0.053 0.000
C -2.358001 -2.178163 0.289752 0.389 -0.016 -0.030 -0.001
P -1.654658 -0.427176 0.409553 -0.639 -0.610 0.073 0.002
C -2.490035 -0.016100 1.995516 0.038 -0.041 -0.113 0.001
C -1.861921 -0.538702 3.125737 0.000 -0.009 -0.036 0.000
C -2.427465 -0.387180 4.382182 -0.029 0.012 0.006 0.000
C -3.638845 0.277070 4.522242 0.007 -0.020 0.028 0.000
C -4.281166 0.781217 3.400974 -0.032 0.031 -0.032 0.000
C -3.708548 0.639407 2.143052 0.005 0.021 -0.055 0.000
C -2.628626 0.161715 -1.096115 0.296 0.204 0.000 -0.001
C -1.778467 -0.390216 -2.226210 -0.162 0.028 0.033 0.002
C -2.288119 -0.721671 -3.411521 -0.035 -0.013 -0.008 0.000
C -3.711330 -0.633812 -3.727781 0.008 -0.112 0.030 0.000
C -4.589363 0.224083 -3.207036 0.012 0.175 -0.035 0.000
C -4.378657 1.429946 -2.328154 0.134 -0.149 -0.049 0.000
C -1.682334 -3.365318 -0.040421 -0.059 0.047 -0.090 0.000
O -0.347833 -3.285000 -0.356388 -0.018 -0.131 0.072 0.000
C 0.410762 -4.449485 -0.366586 0.150 -0.071 -0.031 0.000
C 1.803088 -4.299038 -0.369790 -0.420 0.303 0.021 0.000
C 2.606709 -5.432185 -0.370286 -0.059 0.035 0.013 0.000
C 2.040801 -6.691247 -0.376575 0.142 -0.130 -0.039 0.000
C 0.665571 -6.819917 -0.411543 -0.024 -0.020 -0.030 0.000
C -0.174789 -5.712881 -0.411461 -0.017 0.126 0.061 0.000
P 2.532480 -2.619894 -0.404169 0.248 -0.076 0.043 0.004
C 3.991216 -2.981254 0.663042 -0.063 0.280 -0.069 0.000
C 5.319874 -2.975026 0.254860 -0.032 -0.030 0.013 0.000
C 6.337651 -3.171873 1.182396 0.029 0.022 0.003 0.000
C 6.037427 -3.374906 2.519898 0.027 -0.011 0.002 0.000
C 4.710648 -3.398557 2.933102 -0.057 -0.004 -0.017 0.000
C 3.696625 -3.197279 2.010970 0.084 0.078 0.022 0.000
C 3.219223 -2.591399 -2.112004 -0.113 0.019 -0.017 0.000
C 4.106731 -1.575284 -2.482275 -0.068 -0.046 -0.023 0.000
C 4.550083 -1.458834 -3.791587 0.015 0.055 0.058 0.000
C 4.100733 -2.342655 -4.762941 -0.001 0.001 0.003 0.000
C 3.209486 -3.344443 -4.412261 -0.037 -0.007 -0.046 0.000
C 2.768226 -3.467153 -3.100692 0.093 0.058 0.020 0.000
H -3.250659 -7.252366 0.004619 0.016 -0.004 0.004 0.000
H -2.046634 -6.959540 1.271292 -0.011 -0.024 -0.029 0.000
H -1.677740 -7.991316 -0.117103 -0.040 0.022 -0.007 0.000
H -3.049924 -6.117192 -2.238304 0.034 0.002 -0.010 0.000
H -1.491901 -6.942162 -2.454917 -0.013 0.025 0.018 0.000
H -1.596841 -5.184902 -2.644212 -0.024 -0.020 0.006 0.000
H -4.265471 -5.547794 0.101136 0.039 -0.007 0.027 0.000
H -5.474356 -3.498909 0.687095 0.055 0.020 0.004 0.000
H -4.288388 -1.384907 0.793996 -0.030 0.130 0.052 0.000
H -0.929036 -1.078861 3.017918 -0.037 0.041 0.044 0.000
H -1.930309 -0.798113 5.252002 0.008 0.016 -0.043 0.000
H -4.091014 0.385461 5.500592 0.021 -0.005 -0.034 0.000
H -5.245636 1.265521 3.502853 0.039 0.010 -0.011 0.000
H -4.231661 1.018915 1.271693 -0.008 -0.018 0.012 0.000
H -0.709797 -0.490199 -2.051790 0.031 -0.066 -0.057 0.003
H -1.640324 -1.134123 -4.178370 0.034 0.036 0.064 0.000
H -4.081306 -1.366441 -4.438254 -0.026 0.044 0.020 0.000
H -5.626677 0.120977 -3.511865 0.036 -0.031 -0.039 0.000
H -4.537103 2.298653 -2.973485 -0.064 0.017 0.083 0.000
H 3.683221 -5.314801 -0.363343 -0.016 -0.015 0.001 0.000
H 2.667715 -7.574012 -0.375076 -0.014 0.029 -0.001 0.000
H 0.242173 -7.813244 -0.462368 -0.006 0.021 0.027 0.000
H 5.568869 -2.824063 -0.787899 0.011 -0.010 0.024 0.000
H 7.370683 -3.160515 0.855886 -0.033 -0.010 -0.001 0.000
H 6.833392 -3.510449 3.241617 -0.021 -0.024 -0.026 0.000
H 4.468364 -3.563013 3.975922 0.002 0.005 -0.028 0.000
H 2.660899 -3.200712 2.335850 0.015 0.008 0.033 0.000
H 4.463697 -0.870869 -1.741132 -0.022 0.052 0.069 0.000
H 5.244635 -0.669204 -4.053240 -0.017 -0.035 0.005 0.000
H 4.440591 -2.245630 -5.786337 0.003 -0.020 0.024 0.000
H 2.853460 -4.038373 -5.164653 0.002 0.019 0.036 0.000
H 2.070841 -4.254833 -2.849096 0.003 -0.029 0.000 0.000
C -3.909220 3.876771 -1.075575 -0.027 -0.061 0.008 0.000
N -3.308757 2.646897 -0.532099 -0.038 -0.020 -0.039 0.004
C -3.052595 1.602331 -1.552542 -0.088 -0.081 0.129 0.000
C -2.401441 2.799653 0.475855 -0.157 0.313 -0.010 0.006
O -1.315847 2.195323 0.447397 0.827 -0.407 -0.096 0.025
N -2.688217 3.618562 1.500970 0.099 0.017 0.102 0.005
C -4.038392 3.964943 1.917590 -0.009 -0.006 -0.032 0.001
C -1.651502 3.883944 2.494381 -0.067 -0.033 0.000 0.000
H -3.505359 4.068032 -2.072465 0.014 0.003 0.030 0.000
H -3.649393 4.723295 -0.448484 0.015 0.005 -0.012 0.000
H -4.994020 3.803678 -1.140445 0.007 0.010 0.002 0.000
H -5.186502 1.439660 -1.587976 -0.008 0.012 -0.017 0.000
H -3.549890 -0.414730 -1.079238 -0.130 -0.105 0.076 0.000
H -2.283549 1.984312 -2.224739 0.070 0.012 -0.016 0.000
H -4.775822 3.493830 1.274742 0.014 -0.009 0.010 0.000
H -4.186003 5.045969 1.904723 -0.001 0.009 -0.034 0.000
H -4.191203 3.605026 2.935711 0.007 0.008 0.022 0.000
H -0.667635 3.798139 2.045905 0.000 -0.005 0.005 0.000
H -1.719964 3.176067 3.325609 0.004 -0.001 -0.029 0.000
H -1.787234 4.897419 2.872665 -0.021 -0.024 0.009 0.000
F 1.326392 2.377096 2.836219 0.205 -0.129 -0.016 -0.023
B 1.302515 1.116545 2.271919 -0.861 0.137 1.055 -0.094
F 1.005657 0.125070 3.156316 0.311 0.036 -0.127 -0.033
```
Forces are in eV/Å.



Which formula does entry 1 have?
C12H25ClN3O